This record from the Open Molecules 2025 dataset describes 6 unconnected molecules or ions with the total composition C42H50ClFN10O13PS in a non-equilibrium geometry. The level of theory is the ωB97M-V functional and the def2-TZVPD basis.

Computed properties:
Electronic energy: -4455.0146 Ha
Relative energy (zero: lowest compared OMol25 entry of this formula, charge and spin): 0.0 kcal/mol
Total charge: +1
Largest force on an atom: 1.24 eV Å⁻¹
HOMO level: -0.4271 Eh

Cartesian coordinates (Å):
Cl 4.3968 -0.1402 -2.7703
S 2.8494 4.1386 1.2093
P -0.7670 -1.2993 -3.9009
F 0.0546 -2.4943 0.1346
O 3.6155 -0.3029 5.8563
O -3.2688 3.8817 0.1510
O 2.9309 5.5472 1.0272
O 2.8944 -0.0274 -8.4112
O 2.8811 3.9109 2.7831
O 3.8040 3.2562 0.6086
O 4.0404 -9.5405 1.5739
O 3.3776 0.8571 -6.5125
O 3.4842 1.0972 4.2311
O -6.3701 3.0926 -0.9202
O -7.8671 3.3643 0.6001
O 3.5864 -7.7200 0.5182
O -1.9755 2.8035 1.4835
N -7.4767 2.8975 -0.4512
N 0.0081 0.8580 -1.5923
N 3.5308 -8.4443 1.4952
N -3.0263 3.3795 1.2301
N -1.0997 1.2820 -2.3548
N 3.6315 0.1350 -7.4627
N -1.5981 -1.8483 -2.7164
N 0.6292 -0.4299 -3.4420
N 2.0013 -0.4318 -1.5997
N 3.5910 0.8252 5.4215
C 2.1714 -6.7135 2.5798
C 3.6547 3.2205 5.8587
C 7.2812 -1.9702 -7.4188
C 0.2816 1.5247 -0.3146
C -10.5330 0.9979 -1.4052
C -8.8480 0.6616 -3.0948
C 1.4554 -6.2468 3.6698
C 2.7150 -8.7315 3.8037
C 2.8112 -0.9374 -2.6962
C -8.4037 2.0373 -1.2063
C -10.1230 0.4201 -2.5994
C 5.7538 -0.4425 -6.3632
C 2.7838 -7.9481 2.6681
C 3.7007 4.2984 6.7253
C 1.9958 -0.6676 -3.9682
C 6.4223 -2.0981 -8.5028
C 1.3675 -7.0174 4.8226
C -6.2011 4.1659 2.9789
C -9.6694 1.8162 -0.6952
C 1.2554 -2.6299 -0.5641
C 6.9489 -1.1436 -6.3532
C -7.9744 1.4787 -2.3965
C -2.2466 1.2064 -1.7836
C 0.8165 0.0073 -2.1504
C 3.7721 1.6875 7.7321
C 1.2122 3.5621 0.7756
C 3.7937 4.0704 8.0930
C 1.1958 2.7325 -0.5172
C 4.9124 -0.5930 -7.4506
C 2.0135 -3.8015 0.0376
C -4.0425 3.4608 2.2793
C 1.9965 -1.2981 -0.4115
C -2.6067 0.3982 -0.5769
C -5.9367 3.6516 4.2404
C 1.9974 -8.2533 4.8894
C -3.3493 1.9823 -2.4160
C 5.2227 -1.4054 -8.5260
C 3.6815 1.9436 6.3771
C -3.7590 2.9267 3.5273
C -4.7227 3.0290 4.5137
C -5.2454 4.0730 1.9807
C 3.8317 2.7725 8.5925
H -4.1365 1.3243 -2.7833
H 1.6566 -4.7402 -0.3838
H -3.4530 0.8511 -0.0596
H -0.6525 1.8485 0.1344
H -2.9639 2.5988 -3.2252
H 1.0039 -2.8307 -1.6104
H 6.6860 -2.7384 -9.3331
H 8.2152 -2.5160 -7.4054
H 0.8056 -6.6536 5.6725
H -3.7015 2.6351 -1.6195
H 1.8086 -3.8194 1.1095
H 0.8040 3.3426 -1.3313
H -1.6540 -2.8571 -2.6521
H 0.9652 -5.2837 3.6204
H 0.7446 0.8356 0.3847
H -2.8099 2.4502 3.7189
H -4.5264 2.6275 5.4981
H -6.9816 1.6838 -2.7670
H 2.2580 -6.1358 1.6734
H -1.8049 0.2333 0.1334
H 3.6756 5.3060 6.3345
H -1.4487 -0.3768 -4.6901
H -2.9205 -0.5716 -0.9682
H 4.5417 -1.4909 -9.3594
H 3.8411 4.9085 8.7753
H -10.8007 -0.2205 -3.1475
H 3.5902 3.3409 4.7947
H 3.0341 -1.9977 -2.5797
H -0.1919 -2.2221 -4.7884
H -9.9700 2.2741 0.2349
H 0.8808 2.9465 1.6159
H 2.3411 0.2793 -4.3798
H -8.5335 0.2138 -4.0274
H 3.7890 0.6729 8.1013
H 3.0880 -3.7187 -0.1190
H -6.6822 3.7343 5.0202
H 3.2101 -9.6904 3.8347
H 7.6219 -1.0420 -5.5128
H 0.5320 4.4090 0.7353
H 3.0480 -1.4713 -0.1811
H -11.5273 0.8114 -1.0239
H 2.0186 -1.4612 -4.7091
H -5.4318 4.4682 0.9948
H 1.9293 -8.8496 5.7887
H -7.1478 4.6408 2.7697
H 3.9046 2.6040 9.6579
H 2.2040 2.4029 -0.7596
H 1.5800 -0.7958 0.4565
H 5.4803 0.2092 -5.5478
H 2.8394 2.9562 2.9805